This record from OMol25 describes C21H25GeN4O2SScSe as an isolated structure at a distorted geometry. The level of theory is ωB97M-V with the def2-TZVPD basis set.

Last column: Mulliken charge in e.
CARTESIAN COORDINATES (ANGSTROEM)
H -3.41826 -2.39917 -3.93294  0.38
C -2.69577 3.73118 0.43650  -1.15
H -0.45404 2.04687 -5.09805  0.35
H 2.86833 -1.32206 -0.95964  0.49
C -2.06198 -4.30835 -1.33229  -0.19
H -0.41072 1.59947 3.11263  0.55
Ge -1.16716 3.48896 1.80139  0.61
S -3.20396 -4.54039 -2.54474  0.02
C -1.86539 3.78616 3.61596  -1.18
N -1.47572 -3.10318 -1.24085  -0.09
H -0.63252 -1.28034 3.25194  0.33
C 1.39607 1.31141 -1.60921  -0.34
C -0.44036 1.63964 2.03496  -0.93
C 2.13125 -3.66956 1.26283  0.52
Sc -0.03189 -2.03275 0.15780  1.23
C 4.35133 -2.77184 -0.16093  -0.82
C -1.69524 -0.89436 3.12375  -1.08
N -0.30546 -0.59422 -1.49225  0.30
H 0.77846 4.29859 0.49087  0.35
H -2.13523 -5.00355 -0.50646  0.46
H -2.52844 -1.52064 2.79823  0.42
H 3.59703 -4.93797 2.28170  0.47
O 1.03396 -4.64401 3.12554  -0.56
H 0.05699 5.74144 1.22030  0.36
H 5.47096 -4.22661 0.99283  0.38
C 0.94181 -3.92905 2.13702  0.37
H -1.91903 -0.13829 3.87681  0.40
N -1.42496 -0.00653 -3.32166  -0.07
H -2.93365 3.49924 3.43830  0.33
H -3.00534 2.76395 -0.02954  0.28
N 1.98974 -2.74903 0.25058  -0.13
H -1.42469 3.13129 4.39458  0.35
C 2.05666 2.03289 -2.65823  -1.11
C 1.33998 2.34045 -3.81753  -0.31
C 3.05329 -2.22308 -0.39825  -0.10
C -0.38026 0.97660 -3.20396  0.48
O -0.12404 -3.17288 1.79520  -0.47
C -1.25474 -0.98985 -2.40941  0.44
H 1.83911 2.79223 -4.67514  0.34
H 0.51386 1.66462 1.45405  0.20
H -1.99959 -0.05785 -4.14078  0.24
C -2.92712 -2.83402 -3.06411  -0.31
H -1.74564 4.80266 3.88963  0.42
C 4.46092 -3.78308 0.76187  -0.08
H 3.10682 2.25790 -2.53043  0.48
H -2.33092 4.35684 -0.35503  0.38
H 1.84860 1.20091 -0.61093  0.50
Se -1.64908 0.25589 1.37162  0.15
H -3.56273 4.29766 0.91691  0.36
C 0.36671 4.67030 1.40431  -1.16
H 5.22134 -2.38760 -0.69247  0.42
C -1.91765 -2.27374 -2.28700  -0.33
C 3.39273 -4.19440 1.50954  -0.65
C 0.20489 0.63388 -1.95950  0.28
H 1.03894 4.76169 2.23050  0.39
C 0.06179 1.90569 -4.10682  -0.99

- HOMO (Ha) = -0.51743
- ΔE to the lowest compared entry with this formula, charge and spin (kJ/mol) = 128.18
- spin multiplicity = 1
- net charge = +2


This record from OMol25 describes C25H19IrN3S4 as an isolated structure. The level of theory is ωB97M-V with the def2-TZVPD basis set.

Last column: Mulliken charge in e.
CARTESIAN COORDINATES (ANGSTROEM)
C 1.12960 3.26602 -5.13025  -0.54
S -1.21100 1.60323 -1.64359  -0.39
H -1.56540 -1.36420 1.48452  0.58
C 0.11832 -2.95025 0.14711  -0.79
C -2.20701 0.34510 -2.55156  -1.06
H 0.25265 2.31907 1.26654  0.48
C -1.19522 -0.48123 3.39012  -0.85
C -1.12661 -0.53250 2.01558  -0.29
C 3.29306 0.56115 2.42333  -0.73
N -0.61217 0.75267 6.61660  -0.41
H -2.25487 -4.29397 0.03900  0.51
C -0.28008 2.27033 -3.00054  0.43
H -4.38000 -3.48907 -0.96618  0.46
Ir 0.28908 0.04138 -0.77118  1.85
C 1.43426 2.00761 -4.63730  -0.87
C -0.66988 0.63509 4.03365  0.74
H -1.62000 0.12785 -3.44597  0.46
H -0.09139 5.02672 -4.93798  0.40
C -0.58888 3.53507 -3.48428  -0.55
C -3.48333 -2.88776 -1.03245  -0.47
H 2.23102 1.42386 -5.07965  0.46
H 0.41117 -3.93201 -0.22628  0.71
N -0.55664 0.42442 1.26929  -0.05
C 0.12741 4.03964 -4.55594  -0.65
S 1.50839 -1.81226 -0.20836  -0.30
S 1.14050 -0.11349 -2.92093  -0.37
H 4.09388 0.12865 4.35631  0.42
C 2.59118 0.08854 1.31446  0.35
C -0.64624 0.70329 5.47061  -0.28
C 2.19483 -1.25436 1.33921  0.64
N -1.22430 -1.35264 -1.16343  -0.02
C 3.55649 -0.26577 3.50398  -0.63
H 2.18454 -3.14259 2.37339  0.47
H -4.41621 -1.30309 -2.16053  0.48
H 3.34326 -2.22955 4.35622  0.43
C -0.14495 1.53504 1.89338  -0.44
H 1.69644 3.65655 -5.96500  0.40
H -1.64079 -1.29087 3.94957  0.56
C -2.30359 -3.33801 -0.46441  -0.74
C -0.18098 1.68160 3.26800  -0.70
C -2.34824 -0.92675 -1.77067  0.77
C 3.13684 -1.59118 3.50856  -0.70
C 0.74044 1.48994 -3.54556  0.76
H -1.38075 4.11235 -3.02406  0.46
H 0.18844 2.58735 3.72608  0.54
H -3.16868 0.76616 -2.83518  0.55
C -3.51158 -1.66620 -1.69411  -1.00
S 2.24125 1.15850 -0.06346  -0.39
H -0.00866 -3.03338 1.22731  0.49
C 2.47233 -2.09821 2.40289  -0.53
C -1.17636 -2.53195 -0.52820  -0.10
H 3.61839 1.59402 2.43133  0.46

- HOMO (Ha) = -0.38085
- ΔE to the lowest compared entry with this formula, charge and spin (kJ/mol) = 0.00
- spin multiplicity = 1
- net charge = +1


This record from OMol25 describes a 2-piece molecular cluster, C6H16NO2 overall at a distorted geometry. The level of theory is ωB97M-V with the def2-TZVPD basis set.

Last column: Mulliken charge in e.
CARTESIAN COORDINATES (ANGSTROEM)
H 0.37585 -2.08814 2.44680  0.38
O 0.49223 2.93634 0.42607  -0.87
H 0.10769 1.63260 2.00334  0.17
H -1.19762 1.63455 -0.76845  0.32
H 1.59777 2.93149 -0.34173  0.45
H -1.91430 1.47045 0.88060  0.23
O 2.41627 2.78393 -1.04724  -0.83
H 1.05813 1.06543 0.57994  -0.14
C -1.10273 1.16200 0.20048  -0.68
H 2.36843 1.84769 -1.13815  0.23
C -0.98083 -0.82567 -1.27139  -0.70
C 0.33880 -1.76413 1.40205  -0.95
H 0.53937 -0.78891 -2.78211  0.29
H -1.40363 -1.85020 -1.29866  0.30
H -1.50627 -0.23042 -2.01703  0.51
N -1.23523 -0.30184 0.02248  0.21
H 0.70146 -2.15909 -1.65964  0.32
H -1.82205 -1.95293 1.06757  0.37
C 0.48653 -1.09303 -1.73402  -0.99
H 1.04983 -0.95412 1.26464  0.26
C -1.05571 -1.16108 1.15612  -0.82
H 1.29670 -0.60749 -1.19123  0.27
C 0.18035 1.64106 0.90660  0.03
H -1.34340 -0.68559 2.09796  0.38
H 0.55233 -2.64290 0.79500  0.24

- HOMO (Ha) = -0.12176
- ΔE to the lowest compared entry with this formula, charge and spin (kJ/mol) = 142.41
- spin multiplicity = 1
- net charge = -1


This record from OMol25 describes C2H4N2OS2 as an isolated structure at a distorted geometry. The level of theory is ωB97M-V with the def2-TZVPD basis set.

Last column: Mulliken charge in e.
CARTESIAN COORDINATES (ANGSTROEM)
H -1.89002 -0.44958 1.41143  0.24
S 2.72591 -0.57688 0.04841  0.33
S 1.97065 1.61197 0.00232  -0.18
C -1.68795 -0.28989 0.30214  -0.86
N 0.30300 0.99487 -0.34676  -0.36
H -2.11454 -1.29063 -0.06084  0.27
N 2.70104 -1.15157 -1.26006  -0.22
H -0.26427 1.67272 -0.76363  0.24
C -0.18415 -0.13275 0.16986  0.91
O 0.58092 -1.04464 0.61173  -0.63
H -2.14061 0.65638 -0.11460  0.26

- HOMO (Ha) = -0.32199
- ΔE to the lowest compared entry with this formula, charge and spin (kJ/mol) = 252.38
- spin multiplicity = 1


This record from OMol25 describes a single C4H6BrNS molecule at a distorted geometry. The level of theory is ωB97M-V with the def2-TZVPD basis set.

Last column: Mulliken charge in e.
CARTESIAN COORDINATES (ANGSTROEM)
Br 4.09904 0.25468 -0.15497  -0.17
H 2.15961 -1.88194 -0.79484  0.31
H -1.51731 1.51368 -0.20921  0.32
C -1.41585 0.44841 -0.10296  -0.87
C 1.96273 -1.47720 0.29935  -0.49
H 0.53759 1.92045 -0.12780  0.22
C 2.47560 -0.12310 0.79179  -0.26
H -1.79976 0.03273 -1.10261  0.30
S 0.12008 -1.55113 0.46116  -0.03
C 0.84854 0.89845 0.01256  -0.01
H 2.09256 -2.41281 0.88039  0.32
H -2.13247 0.13069 0.66315  0.30
N -0.09894 0.11227 0.16994  0.05

- HOMO (Ha) = -0.27105
- ΔE to the lowest compared entry with this formula, charge and spin (kJ/mol) = 541.92
- spin multiplicity = 1


This record from OMol25 describes an isolated ion of composition C3H11FN4 and charge +2 at a distorted geometry. The level of theory is ωB97M-V with the def2-TZVPD basis set.

Last column: Mulliken charge in e.
CARTESIAN COORDINATES (ANGSTROEM)
H -0.52459 2.22427 -0.68073  0.33
C 0.19496 1.84932 0.12531  -0.43
H -0.23318 2.09752 1.07917  0.40
H -2.29474 -2.18383 -1.25980  0.44
C 1.08411 -1.84200 0.20774  -0.11
N -1.48694 -0.70909 0.34617  -0.41
N 0.73929 0.59373 -0.02899  -0.28
H -1.19499 -2.66773 -0.16015  0.29
N -1.92888 -1.96001 -0.21187  -0.29
N 1.38270 2.81969 -0.02250  -0.26
H 2.13195 2.13164 -0.07775  0.36
C 0.25473 -0.54581 -0.01624  0.16
H 1.89329 -1.84580 -0.56671  0.33
H 1.49296 -1.79973 1.20939  0.32
H -1.96204 0.12776 -0.09861  0.33
H -2.76303 -2.31382 0.41442  0.43
H 1.37423 3.40013 -0.89081  0.37
H 1.50890 3.60950 0.57197  0.35
F 0.33125 -2.98574 0.05998  -0.32

- HOMO (Ha) = -0.68194
- ΔE to the lowest compared entry with this formula, charge and spin (kJ/mol) = 0.00
- spin multiplicity = 1
- net charge = +2
- SMILES = [NH3+]C/N=C(/CF)N[NH3+]


| no. | gap between HOMO and LUMO (hartree) |
| --- | --- |
| 1 | 0.2727 |
| 2 | 0.2515 |
| 3 | 0.2551 |
| 4 | 0.3090 |
| 5 | 0.2805 |
| 6 | 0.3997 |